Entry from the OMol25 dataset: a molecular structure, C2HCuFO2 (ωB97M-V/def2-TZVPD).

<S²>	0.76
multiplicity	2
total charge	0
E_LUMO (alpha / beta)	-1.46 / -1.45	eV
Kohn-Sham gap (alpha / beta)	7.6 / 8.0	eV

Element x y z (Å)
C1 0.46 0.51 -0.31
C2 -0.88 0.63 -0.19
O1 -1.73 1.50 -0.05
O2 1.00 -0.87 -0.18
H1 0.27 -1.44 0.27
Cu1 2.26 0.56 0.18
F1 -1.39 -0.90 0.28



Entry from the OMol25 dataset: a molecular structure, C2HEuO3 (ωB97M-V/def2-TZVPD).

<S²>	20.01
multiplicity	9
total charge	+2
E_LUMO (alpha / beta)	-9.79 / -9.98	eV
Kohn-Sham gap (alpha / beta)	7.9 / 11.6	eV

Element x y z (Å)
H1 2.38 0.45 -0.34
O1 0.91 -0.98 -0.64
O2 -0.27 1.53 0.93
O3 -1.82 0.03 0.30
C1 1.39 -0.02 -0.12
C2 -1.34 1.01 0.78
Eu1 -1.26 -2.02 -0.91



Entry from the OMol25 dataset: 2 unconnected molecules or ions with the total composition C2HF3N2O (ωB97M-V/def2-TZVPD).

total charge	0
E_LUMO (alpha / beta)	-0.51 / -0.51	eV
Kohn-Sham gap (alpha / beta)	9.1 / 9.1	eV

Element x y z (Å)
C1 4.03 -0.83 -0.65
C2 0.15 -0.27 -0.20
N1 3.55 0.28 -0.47
N2 3.63 1.47 -0.50
O1 0.96 -1.15 -0.22
F1 3.50 -1.94 -0.90
F2 -0.17 0.35 0.85
F3 3.27 2.02 0.79
H1 -0.24 0.12 -1.10



no.,molar mass (g mol⁻¹),DFT total energy (eV)
1,139.57,-53537.5784
2,224.99,-27541.3027
3,126.04,-15264.3007